{
  "formula": "C4H8N2S",
  "method": "ωB97M-V/def2-TZVPD",
  "elements": ["C", "C", "C", "C", "H", "H", "H", "H", "H", "H", "H", "H", "N", "N", "S"],
  "coordinates": [[2.18, -0.51, 0.65], [0.80, -0.89, 1.35], [-0.27, -0.70, 0.72], [-1.32, 0.04, -1.45], [2.96, -1.31, 0.80], [2.54, -0.37, -0.47], [2.45, 0.52, 1.53], [0.88, -1.44, 2.49], [-1.28, -1.02, 1.39], [-1.33, -0.34, -2.51], [-2.68, 1.20, -2.03], [-0.37, 2.13, -0.53], [-0.38, -0.43, -0.76], [-2.22, 1.02, -1.22], [-1.94, 2.11, 0.03]],
  "nbo_charge": [-0.670, -0.239, -0.069, 0.302, 0.211, 0.257, 0.197, 0.234, 0.196, 0.166, 0.390, 0.124, -0.528, -0.759, 0.187],
  "e_tot_ha": -664.691876,
  "max_force_ev_per_a": 8.10,
  "homo_ev": -8.39,
  "gap_ha": 0.31917,
  "de_lowest_ev": 6.555,
  "lumo_ev": 0.296
}